1.
Here is a molecular structure, C11H4F9NO5Os in a non-equilibrium geometry from the Open Molecules 2025 dataset. Energies are from ωB97M-V/def2-TZVPD.

Values from the calculation:
Lowest unoccupied orbital energy (alpha / beta)   -10.68 / -10.69 eV
E_HOMO (alpha / beta)   -18.3929 / -18.3937 eV
Energy above the lowest of the compared OMol25 structures with the same formula, charge and spin   15.6 kcal per mole
Total charge   +2
Kohn-Sham gap (alpha / beta)   0.2833 / 0.2833 Eh

Last column: Löwdin charge in e.
Cartesian coordinates (Å):
Os 0.99 -1.00 -0.68  1.8266
O -2.35 -2.77 1.01  0.2778
C -1.45 -2.20 0.29  -0.3830
O -0.24 -2.47 0.31  0.0069
C -1.92 -1.18 -0.66  -0.1200
C -3.21 -0.80 -0.98  0.1071
C -3.38 0.10 -2.04  0.0734
C -2.28 0.50 -2.81  0.1110
C -1.03 0.08 -2.40  -0.1159
N -0.88 -0.68 -1.32  0.0096
C 0.27 0.26 -3.12  -0.3964
O 0.45 0.88 -4.10  0.2896
O 1.24 -0.49 -2.42  -0.1603
H -2.00 -3.47 1.60  0.2004
H -4.04 -1.19 -0.42  0.1572
H -4.37 0.45 -2.30  0.1495
H -2.39 1.11 -3.69  0.1613
F 3.54 0.94 3.00  0.2344
C 2.64 0.04 2.65  -0.5668
F 3.26 -1.01 2.11  0.1869
F 1.96 -0.36 3.71  0.2285
C 1.67 0.64 1.57  -0.1721
O 0.89 -0.42 1.04  -0.1852
C 2.50 1.26 0.41  -0.5296
F 3.32 2.20 0.71  0.2952
F 3.17 0.20 -0.19  0.1018
F 1.67 1.69 -0.57  0.1413
C 0.71 1.70 2.21  -0.5668
F 1.40 2.66 2.77  0.2460
F -0.09 1.11 3.08  0.2139
F -0.06 2.22 1.24  0.1777

2.
Here is a molecular structure, C36H40HfOP2 in a non-equilibrium geometry from the Open Molecules 2025 dataset. Energies are from ωB97M-V/def2-TZVPD.

Values from the calculation:
Lowest unoccupied orbital energy   -6.50 eV
E_HOMO   -12.2405 eV
Energy above the lowest of the compared OMol25 structures with the same formula, charge and spin   94.6 kcal per mole
Total charge   +2
Kohn-Sham gap   0.2110 Eh

Last column: Löwdin charge in e.
Cartesian coordinates (Å):
Hf 0.52 0.04 -2.34  1.4145
C 2.33 -0.85 -5.78  -0.1113
C 3.21 -0.80 -4.74  -0.1396
C 4.43 0.07 -4.74  -0.1680
C 4.18 1.58 -5.00  -0.1500
C 2.88 2.08 -4.41  -0.1037
C 1.68 1.91 -5.00  -0.1614
C 1.59 1.55 -6.45  -0.1681
C 2.23 0.19 -6.87  -0.1553
C 0.10 1.74 0.17  -0.1969
H 1.78 -1.80 -5.98  0.1319
H 3.29 -1.56 -3.95  0.0862
H 5.14 -0.32 -5.50  0.1381
H 4.93 -0.07 -3.77  0.0813
H 5.01 2.13 -4.54  0.1206
H 4.30 1.76 -6.08  0.1166
H 2.97 2.77 -3.56  0.0676
H 0.75 2.28 -4.51  0.0796
H 2.08 2.34 -7.07  0.1346
H 0.53 1.57 -6.75  0.1107
H 1.58 -0.23 -7.66  0.1171
H 3.20 0.34 -7.39  0.1253
H -0.54 1.03 -0.42  0.0101
H -0.59 2.39 0.74  0.1149
H 0.81 1.23 0.83  0.0778
P 2.60 -0.75 -1.15  0.9579
P 1.14 2.74 -0.84  0.8960
C 3.30 0.81 -1.53  -0.3909
C 2.68 2.07 -1.43  -0.3533
C 3.55 -2.01 -0.36  -0.4376
C 4.83 -2.42 -0.82  -0.0891
C 5.34 -3.66 -0.44  -0.0692
C 4.64 -4.51 0.41  -0.0500
C 3.40 -4.09 0.91  -0.0714
C 2.86 -2.87 0.54  -0.1108
C 1.08 -1.48 -3.63  -0.3886
C 0.02 -0.78 -4.32  -0.2883
C -1.16 -1.55 -4.55  -0.0215
C -1.08 -2.94 -4.59  -0.0414
C 0.03 -3.58 -4.05  -0.0126
C 1.03 -2.85 -3.38  -0.0809
C 1.81 3.92 0.35  -0.3259
C 2.65 3.41 1.35  -0.0723
C 3.15 4.27 2.32  -0.0376
C 2.75 5.62 2.29  -0.0344
C 1.84 6.10 1.34  -0.0454
C 1.33 5.23 0.37  -0.0658
C 0.06 3.42 -2.12  -0.3435
C -1.28 3.01 -2.35  -0.0889
C -2.02 3.60 -3.38  -0.0472
C -1.43 4.60 -4.17  -0.0288
C -0.09 5.00 -3.96  -0.0275
C 0.62 4.41 -2.93  -0.1108
H 4.28 0.78 -2.04  0.0763
H 3.39 2.91 -1.55  0.1032
H 5.38 -1.78 -1.52  0.1024
H 6.31 -4.00 -0.83  0.1192
H 5.07 -5.48 0.73  0.1237
H 2.87 -4.75 1.60  0.1173
H 1.86 -2.57 0.86  0.0877
H 0.12 0.17 -4.81  0.0851
H -2.07 -1.01 -4.77  0.1173
H -1.91 -3.51 -5.03  0.1285
H 0.06 -4.67 -4.11  0.1281
H 1.67 -3.34 -2.65  0.1179
H 2.95 2.35 1.34  0.1158
H 3.84 3.90 3.07  0.1186
H 3.13 6.28 3.05  0.1137
H 1.51 7.13 1.35  0.1199
H 0.62 5.56 -0.40  0.1098
H -1.75 2.22 -1.75  0.1053
H -3.07 3.28 -3.57  0.1357
H -2.00 5.06 -4.98  0.1259
H 0.39 5.76 -4.60  0.1356
H 1.67 4.68 -2.72  0.1241
C -1.28 -1.87 -0.35  -0.1175
O -0.60 -0.89 -1.12  -0.4554
H -1.33 -2.82 -0.87  0.0828
H -2.30 -1.57 -0.05  0.0956
H -0.78 -2.08 0.62  0.0906

3.
Here is a gas-phase ion, C8H11O (charge +1) in a non-equilibrium geometry from the Open Molecules 2025 dataset. Energies are from ωB97M-V/def2-TZVPD.

Values from the calculation:
Lowest unoccupied orbital energy   -4.72 eV
E_HOMO   -13.9280 eV
Energy above the lowest of the compared OMol25 structures with the same formula, charge and spin   95.0 kcal per mole
Total charge   +1
Kohn-Sham gap   0.3382 Eh

Last column: Löwdin charge in e.
Cartesian coordinates (Å):
C -0.05 -0.27 1.36  -0.0251
C 2.15 -0.10 0.11  -0.0641
C 1.28 -1.01 0.91  -0.1603
C 1.25 -1.15 -0.67  -0.1407
C -0.14 -0.87 -1.15  -0.1547
C -0.95 -0.43 0.11  -0.1430
C -0.60 0.47 -1.80  0.2521
C -1.85 1.95 -0.39  0.0903
O -1.14 0.74 -0.66  -0.1785
H -0.29 -0.77 2.21  0.0780
H 0.16 0.75 1.68  0.1369
H 2.22 0.95 -0.22  0.1231
H 3.19 -0.46 -0.02  0.1170
H 1.74 -1.83 1.51  0.1565
H 1.81 -2.00 -1.07  0.1432
H -0.70 -1.72 -1.57  0.1716
H -1.93 -0.98 0.36  0.2068
H -2.09 1.78 0.72  0.1518
H -1.25 2.80 -0.53  0.1007
H -2.82 2.13 -0.88  0.1383

4.
Here is 2 unconnected molecules or ions with the total composition C3H9NS2 in a non-equilibrium geometry from the Open Molecules 2025 dataset. Energies are from ωB97M-V/def2-TZVPD.

Values from the calculation:
Lowest unoccupied orbital energy   0.77 eV
E_HOMO   -7.9983 eV
Energy above the lowest of the compared OMol25 structures with the same formula, charge and spin   64.2 kcal per mole
Kohn-Sham gap   0.3222 Eh
Structure (SMILES)   C=NC.CSS

Last column: Löwdin charge in e.
Cartesian coordinates (Å):
C -0.12 1.61 1.36  -0.0954
N 0.70 0.72 0.92  -0.1036
C 1.51 -0.13 1.82  -0.1547
H -0.48 2.49 0.87  0.0468
H -0.14 1.99 2.46  0.0914
H 1.53 -1.16 1.24  0.0968
H 1.25 -0.21 3.00  0.1120
H 2.44 0.36 1.90  0.0410
C -1.37 0.06 -1.38  -0.4049
S -0.59 -1.69 -1.37  0.2906
S 0.15 -1.86 -3.26  0.2434
H -2.35 0.01 -0.91  0.0223
H -1.62 0.18 -2.44  0.0082
H -0.81 0.86 -1.00  -0.0287
H -0.08 -3.23 -3.20  -0.1653

5.
Here is a molecular structure, C2BrClFN in a non-equilibrium geometry from the Open Molecules 2025 dataset. Energies are from ωB97M-V/def2-TZVPD.

Values from the calculation:
Lowest unoccupied orbital energy   -1.45 eV
E_HOMO   -11.3325 eV
Energy above the lowest of the compared OMol25 structures with the same formula, charge and spin   54.7 kcal per mole
Kohn-Sham gap   0.3630 Eh

Last column: Löwdin charge in e.
Cartesian coordinates (Å):
C 0.12 -0.28 0.83  -0.2348
C -0.40 0.37 -1.14  -1.2717
N 0.58 -0.14 1.86  0.0138
F -1.09 -0.64 -1.70  -0.0081
Cl 1.18 0.65 -1.72  0.6859
Br -1.20 1.99 -0.79  0.8149

6.
Here is a single C5H8N2 molecule in a non-equilibrium geometry from the Open Molecules 2025 dataset. Energies are from ωB97M-V/def2-TZVPD.

Values from the calculation:
Lowest unoccupied orbital energy (alpha / beta)   0.08 / 0.03 eV
E_HOMO (alpha / beta)   -7.1630 / -7.2371 eV
Energy above the lowest of the compared OMol25 structures with the same formula, charge and spin   179.0 kcal per mole
Kohn-Sham gap (alpha / beta)   0.2663 / 0.2671 Eh

Last column: Löwdin charge in e.
Cartesian coordinates (Å):
C 0.46 1.52 1.29  -0.2709
C -0.17 0.28 1.52  -0.1236
C 1.59 1.57 0.48  0.0618
C 0.19 -0.73 0.55  -0.1935
C -1.02 -1.19 -1.65  -0.0388
N 0.39 0.52 -1.45  0.1907
N -0.11 -0.40 -0.89  -0.3158
H 0.00 2.39 1.74  0.0840
H -0.98 0.21 2.30  0.1115
H 2.32 2.34 0.11  0.0249
H 1.32 -0.52 0.48  0.1261
H -0.25 -1.59 0.79  0.0611
H -1.86 -1.11 -1.08  0.0548
H -1.20 -1.00 -2.71  0.1008
H -0.69 -2.29 -1.48  0.1269